(1)
Below is a molecular structure, C26H33AuN8PS, with properties calculated with ωB97M-V with the def2-TZVPD basis set.

Structure (XYZ):
```
70
Properties=species:S:1:pos:R:3:nbo_charge:R:1
Au -0.60190 1.32556 -0.14624 1.2136
C 1.67075 1.34185 -3.97189 0.0394
C 1.12572 1.78923 -2.77347 0.0290
N 0.21196 1.07187 -2.12563 -0.4576
C -0.18219 -0.10211 -2.68060 0.1082
C 0.39990 -0.52405 -3.86922 0.0675
N 1.32103 0.18387 -4.50623 -0.2749
C -1.24610 -0.84629 -1.98573 0.2676
C -1.90536 -1.96125 -2.45295 -0.2274
C -2.94682 -2.53181 -1.70296 0.2163
C -3.29818 -1.89895 -0.49989 -0.2067
C -2.61073 -0.78254 -0.07656 0.1852
N -1.59419 -0.30624 -0.80977 -0.5264
C -2.91453 0.03072 1.11418 0.1371
C -3.85971 -0.32973 2.06709 0.0635
N -4.14879 0.42996 3.11210 -0.2702
C -3.50174 1.57796 3.22377 0.0459
C -2.53621 1.96469 2.30158 0.0255
N -2.24029 1.19997 1.25372 -0.4566
C -3.65975 -3.73038 -2.16856 -0.1216
C -3.71433 -4.06083 -3.52167 -0.2192
C -4.41032 -5.19807 -3.90531 0.0635
N -5.02228 -6.00320 -3.04450 -0.3308
C -4.96390 -5.69579 -1.75393 0.0631
C -4.30653 -4.57503 -1.26781 -0.2202
H 2.40505 1.94269 -4.49457 0.2514
H 1.42620 2.73463 -2.35299 0.2241
H 0.11135 -1.46614 -4.31799 0.2374
H -1.61294 -2.40374 -3.39310 0.2554
H -4.13798 -2.26145 0.07352 0.2574
H -4.39529 -1.26670 1.98173 0.2380
H -3.73993 2.21698 4.06529 0.2526
H -2.02173 2.90584 2.41871 0.2182
H -3.27129 -3.44691 -4.29419 0.2188
H -4.47907 -5.46735 -4.95219 0.2257
H -5.46158 -6.37434 -1.07192 0.2252
H -4.28080 -4.41882 -0.19753 0.2186
C 4.70219 -1.57895 3.53310 -0.6330
C 3.82499 -0.39069 3.91527 -0.2440
N 2.52306 -0.37427 3.22420 -0.5421
C 2.34029 -0.16890 1.92871 0.3740
S 0.77353 -0.49917 1.26019 -0.3779
N 3.36541 0.23034 1.18021 -0.5889
C 3.38345 0.25594 -0.28527 -0.2080
C 4.76921 0.63186 -0.77366 -0.6341
H 5.44962 -1.73724 4.30854 0.2614
H 5.24107 -1.43675 2.59610 0.2058
H 4.10735 -2.48799 3.45307 0.2330
H 4.32576 0.56500 3.73696 0.2041
H 3.59542 -0.41387 4.97790 0.2475
H 1.70914 -0.67973 3.73525 0.4331
H 4.27020 0.29352 1.62886 0.4258
H 2.63448 0.97435 -0.63026 0.1671
H 3.08387 -0.72470 -0.65964 0.2226
H 5.07691 1.61066 -0.40101 0.2186
H 4.78984 0.66305 -1.86181 0.2435
H 5.50864 -0.10525 -0.45925 0.2414
C -0.77384 4.61757 0.49324 -0.9759
P 0.39781 3.26305 0.68578 1.1419
C 0.85062 3.02222 2.40930 -0.9696
C 1.90629 3.82374 -0.11798 -0.9777
H -0.34092 5.52052 0.93148 0.2892
H -1.73233 4.42761 0.97024 0.2669
H -0.94365 4.79328 -0.56979 0.2820
H 1.09674 3.99381 2.84459 0.2840
H 1.73129 2.38123 2.44491 0.2732
H 0.05906 2.55310 2.98977 0.2673
H 2.31459 4.61500 0.51769 0.2942
H 1.70480 4.26894 -1.09143 0.2687
H 2.64762 3.02864 -0.18958 0.2690
```

The frontier orbital gap (alpha / beta) is 5.1 / 5.1 eV. The calculation puts the energy relative to the best compared isomer or geometry (same formula, charge and spin) at 0.000 eV. For the max |F|, the calculation gives 0.005 hartree/bohr. The charge is +3.

=====

(2)
Below is C4H4O in the gas phase, with properties calculated with ωB97M-V with the def2-TZVPD basis set.

Structure (XYZ):
```
9
Properties=species:S:1:pos:R:3:nbo_charge:R:1
O -1.51660 0.89505 1.45330 -0.6558
C -0.40882 0.28914 0.44150 0.2432
C -0.41074 -0.98650 -0.23252 -0.2989
C 0.89516 -0.28931 0.06560 -0.2370
C -0.03457 0.23230 -0.97367 -0.2383
H -1.77791 0.04459 1.77043 0.4688
H -0.86620 -1.86318 -0.28700 0.2347
H 1.78894 -0.52264 0.45136 0.2419
H -0.24803 0.48985 -1.90875 0.2413
```

Its structure (SMILES) is O[C@]12[C@@H]3[C@H]1[C@@H]32. The frontier orbital gap is 9.9 eV. The calculation puts the energy relative to the best compared isomer or geometry (same formula, charge and spin) at 6.210 eV. For the max |F|, the calculation gives 0.104 hartree/bohr. The charge is 0.